P | 20
Properties=species:S:1:pos:R:3:nbo_charge:R:1 method="wB97M-V/def2-TZVPD" lumo_ev=1.2 orbital_gap_ha=0.380 smiles=CCCN1C[C@H]1C total_charge=0
C 0.144 1.901 -2.255 -0.6072
C 0.418 1.173 -0.949 -0.3971
C 0.032 -0.297 -1.006 -0.2123
N 0.416 -0.905 0.252 -0.4120
C 0.070 -2.277 0.518 -0.2446
C -0.620 -1.143 1.223 -0.0770
C -0.484 -0.446 2.564 -0.6107
H -0.921 1.861 -2.510 0.2004
H 0.702 1.438 -3.078 0.2014
H 0.441 2.952 -2.195 0.2119
H 1.481 1.219 -0.689 0.2079
H -0.123 1.646 -0.118 0.1942
H 0.561 -0.793 -1.829 0.1883
H -1.052 -0.406 -1.201 0.1628
H 0.824 -2.915 0.972 0.1990
H -0.500 -2.771 -0.279 0.1830
H -1.653 -1.075 0.873 0.1739
H -1.196 -0.828 3.300 0.2089
H 0.520 -0.442 2.997 0.2185
H -0.750 0.606 2.382 0.2105

---

Q | 20
Properties=species:S:1:pos:R:3:nbo_charge:R:1 method="wB97M-V/def2-TZVPD" lumo_ev=1.1 orbital_gap_ha=0.348 total_charge=0
C 0.753 2.434 0.853 -0.6613
C 0.118 1.145 1.187 -0.1913
C 0.533 -0.055 0.713 0.0263
C 1.924 -0.294 0.130 -0.6650
C -0.551 -0.999 0.313 -0.4471
C -1.020 -0.944 -1.133 -0.1983
N -2.178 -1.789 -1.342 -0.8624
H 0.270 3.311 1.279 0.2190
H 1.814 2.549 1.119 0.2197
H 0.693 2.548 -0.236 0.2154
H -0.760 1.083 1.815 0.1986
H 2.136 -1.357 0.231 0.2184
H 2.021 0.071 -0.890 0.2175
H 2.657 0.150 0.803 0.2189
H -0.201 -2.051 0.332 0.1939
H -1.347 -1.080 1.062 0.2171
H -1.279 0.127 -1.308 0.1521
H -0.229 -1.230 -1.815 0.1914
H -2.354 -2.163 -2.257 0.3738
H -3.001 -1.455 -0.859 0.3633

---

Computed stability ranking, most favorable first: P, Q

---

P | 20
Properties=species:S:1:pos:R:3:nbo_charge:R:1 method="wB97M-V/def2-TZVPD" lumo_ev=-1.6 orbital_gap_ha=0.162 total_charge=0
C 2.546 -0.255 -0.867 -0.4361
N 1.213 -0.737 -0.781 -0.5722
C 0.127 0.829 0.754 -0.3449
C -0.784 -0.113 1.553 -0.4666
C -2.188 -0.118 1.146 -0.3936
C 0.245 0.289 -0.668 -0.1481
C -1.159 -0.072 -1.190 -0.3655
H 2.831 0.265 -1.812 0.1606
H 3.233 -1.092 -0.769 0.1967
H 2.853 0.464 -0.041 0.1363
H 1.092 0.980 1.235 0.2332
H -0.426 1.788 0.684 0.1906
H -0.547 0.174 2.599 0.2481
H -0.327 -1.145 1.463 0.2317
H -2.645 -1.089 1.255 0.2237
H -2.797 0.643 1.602 0.2187
H 0.528 1.127 -1.308 0.2447
H -1.903 -0.088 -0.124 0.1816
H -1.149 -1.097 -1.559 0.2391
H -1.558 0.686 -1.861 0.2218

---

Q | 20
Properties=species:S:1:pos:R:3:nbo_charge:R:1 method="wB97M-V/def2-TZVPD" lumo_ev=1.0 orbital_gap_ha=0.332 smiles="CC/C(C)=C(/C)N" total_charge=0
C 2.238 -1.018 -0.538 -0.6083
C 1.405 -0.413 0.614 -0.4194
C 0.214 0.381 0.156 -0.0539
C 0.484 1.831 -0.177 -0.6354
C -1.019 -0.125 0.085 0.1726
C -2.194 0.703 -0.368 -0.6500
N -1.385 -1.439 0.492 -0.8447
H 3.082 -0.413 -0.853 0.2082
H 1.576 -1.203 -1.383 0.2084
H 2.598 -2.007 -0.239 0.2075
H 1.080 -1.226 1.264 0.1912
H 2.020 0.213 1.263 0.2066
H -0.116 2.187 -1.009 0.2132
H 0.285 2.468 0.689 0.2140
H 1.520 1.958 -0.492 0.2095
H -1.977 1.207 -1.312 0.2109
H -3.062 0.065 -0.542 0.2192
H -2.478 1.444 0.387 0.2207
H -0.711 -1.882 1.097 0.3630
H -1.580 -2.083 -0.265 0.3669

---

R | 20
Properties=species:S:1:pos:R:3:nbo_charge:R:1 method="wB97M-V/def2-TZVPD" lumo_ev=-0.3 orbital_gap_ha=0.301 total_charge=0
C 0.569 1.416 -1.417 -0.2480
C 0.438 1.003 0.117 -0.1915
C 0.159 -0.414 0.252 -0.0222
C 0.141 -1.373 -0.742 -0.4261
C -0.319 -0.901 1.635 -0.4333
C -1.823 -0.981 1.668 -0.5958
N 1.819 1.103 -2.049 -0.8649
H 0.387 2.459 -1.600 0.2062
H -0.206 0.788 -1.846 0.1801
H 1.134 1.459 0.803 0.2122
H -1.232 1.919 0.011 -0.0086
H 0.521 -2.345 -0.481 0.2185
H 0.153 -0.944 -1.728 0.1924
H -0.057 -0.205 2.439 0.2030
H 0.224 -1.880 1.804 0.2066
H -2.253 -0.032 1.428 0.2178
H -2.172 -1.725 0.932 0.2061
H -2.170 -1.318 2.673 0.2086
H 2.155 0.150 -1.932 0.3707
H 2.530 1.821 -1.967 0.3683

---

S | 20
Properties=species:S:1:pos:R:3:nbo_charge:R:1 method="wB97M-V/def2-TZVPD" lumo_ev=1.1 orbital_gap_ha=0.354 smiles="C=CCC[C@H](C)N" total_charge=0
C -3.013 -0.451 -0.283 -0.4215
C -2.337 0.716 0.071 -0.1557
C -0.979 0.842 0.652 -0.4721
C 0.212 0.645 -0.399 -0.3775
C 1.490 -0.035 0.172 -0.0443
C 2.667 -0.051 -0.783 -0.6192
N 1.244 -1.392 0.604 -0.8718
H -3.776 -0.407 -1.091 0.2000
H -2.890 -1.362 0.255 0.1950
H -2.967 1.646 -0.035 0.1935
H -0.821 1.812 1.258 0.2125
H -0.873 -0.025 1.309 0.2344
H 0.620 1.576 -0.806 0.1964
H -0.007 0.088 -1.258 0.2044
H 1.739 0.470 1.100 0.1822
H 2.912 1.044 -0.844 0.2076
H 3.502 -0.661 -0.362 0.2161
H 2.303 -0.457 -1.779 0.2052
H 1.845 -1.791 1.441 0.3568
H 1.459 -2.182 0.016 0.3579

---

Computed stability ranking, most favorable first: Q, S, R, P

---

P | 15
Properties=species:S:1:pos:R:3:nbo_charge:R:1 method="wB97M-V/def2-TZVPD" lumo_ev=-0.5 orbital_gap_ha=0.214 total_charge=0
C -1.604 0.668 -0.534 -0.6606
C -1.405 0.146 0.984 -0.3597
C -1.445 -0.978 0.157 -0.1117
S 1.369 0.396 -0.447 -0.7695
C 3.087 -0.147 -0.124 -0.7078
H -1.033 1.603 -0.532 0.3570
H -1.185 0.209 -1.449 0.3596
H -2.669 0.872 -0.614 0.2376
H -2.231 0.446 1.626 0.2409
H -0.419 0.405 1.353 0.3081
H -0.449 -1.395 -0.002 0.3029
H -2.338 -1.482 -0.181 0.2302
H 3.295 -0.922 -0.850 0.1946
H 3.821 0.639 -0.290 0.1901
H 3.207 -0.460 0.902 0.1883

---

Q | 15
Properties=species:S:1:pos:R:3:nbo_charge:R:1 method="wB97M-V/def2-TZVPD" lumo_ev=1.1 orbital_gap_ha=0.351 smiles=CCCSC total_charge=0
C 2.273 -0.053 -0.840 -0.6115
C 0.761 -0.166 -1.096 -0.4143
C -0.219 0.608 -0.205 -0.5139
S -0.393 -0.206 1.445 0.1324
C -2.220 -0.337 1.739 -0.7374
H 2.469 1.013 -0.509 0.2033
H 2.872 -0.295 -1.718 0.2168
H 2.514 -0.731 -0.025 0.2116
H 0.574 0.200 -2.172 0.1966
H 0.433 -1.190 -1.150 0.2097
H -0.028 1.729 -0.155 0.2170
H -1.322 0.464 -0.525 0.2199
H -2.470 -1.257 2.255 0.2337
H -2.676 -0.471 0.722 0.2112
H -2.569 0.692 2.235 0.2249

---

Computed stability ranking, most favorable first: Q, P

---

P | 15
Properties=species:S:1:pos:R:3:nbo_charge:R:1 method="wB97M-V/def2-TZVPD" lumo_ev=1.1 orbital_gap_ha=0.351 smiles=CCSCC total_charge=0
C 0.099 -2.588 0.452 -0.6214
C 0.785 -1.358 -0.014 -0.4954
S -0.530 -0.189 -0.533 0.1263
C 0.363 1.318 0.222 -0.4797
C 0.236 1.265 1.733 -0.6328
H -0.646 -2.741 -0.260 0.2066
H -0.297 -2.742 1.456 0.2185
H 0.816 -3.303 0.286 0.2040
H 1.359 -1.555 -0.950 0.2135
H 1.424 -0.900 0.732 0.2082
H 1.462 1.088 -0.004 0.2006
H 0.126 2.278 -0.173 0.2189
H 0.731 2.149 2.191 0.2102
H -0.853 1.170 1.993 0.2208
H 0.875 0.449 2.143 0.2016

---

Q | 15
Properties=species:S:1:pos:R:3:nbo_charge:R:1 method="wB97M-V/def2-TZVPD" lumo_ev=1.0 orbital_gap_ha=0.369 smiles=CCCCS total_charge=0
C -0.990 -1.637 -0.726 -0.6119
C -0.848 -0.435 0.177 -0.4190
C 0.216 0.533 -0.364 -0.4106
C 0.892 1.588 0.493 -0.4914
S 1.579 0.946 2.097 -0.0674
H -1.730 -2.277 -0.231 0.2119
H -0.100 -2.248 -0.895 0.2023
H -1.496 -1.488 -1.692 0.2102
H -1.843 0.031 0.093 0.1969
H -0.756 -0.547 1.262 0.2239
H 1.007 -0.079 -0.835 0.1913
H -0.215 1.093 -1.218 0.2091
H 1.668 1.968 -0.162 0.2124
H 0.308 2.485 0.713 0.2151
H 2.310 0.066 1.288 0.1272

---

Computed stability ranking, most favorable first: Q, P